Entry from OMol25: one molecule with the formula C8H10INO2 (the ωB97M-V functional and the def2-TZVPD basis).

Geometry as XYZ:
```
22
Properties=species:S:1:pos:R:3:forces:R:3:mulliken_charge:R:1
I -3.6253 -0.0312 -0.1871 0.823 -1.033 0.147 0.12
O 1.0075 1.5562 0.0609 -0.339 0.792 0.219 -0.62
O -1.2450 1.9880 -0.0047 0.172 -0.242 0.188 -0.15
N -0.0482 -2.5088 0.1163 1.861 -0.729 -0.234 -0.79
C 0.6337 -1.2648 -0.0756 0.503 0.859 0.298 2.32
C -0.1436 1.1927 0.0231 -0.287 0.169 -1.389 0.77
C -1.7157 -0.9530 -0.0667 3.446 4.283 -0.158 -0.46
C 1.4178 -1.2588 -1.4147 0.523 1.304 0.278 -1.57
C 1.4851 -1.0583 1.2307 -0.123 1.352 -0.964 -1.43
C -1.2766 -2.2990 0.1626 -2.449 -1.264 0.274 -0.41
C -0.4486 -0.2217 -0.1401 -4.137 -2.604 0.902 -0.49
C -1.0393 3.3775 0.1064 1.254 2.402 0.852 -0.72
H 0.0349 3.5931 -0.0921 -0.658 -0.130 0.148 0.29
H 0.9881 -1.5877 2.0138 -0.711 0.131 0.773 0.39
H 1.5048 0.0930 1.3778 0.875 -2.436 0.208 0.32
H -1.5992 4.0073 -0.6451 0.099 -1.251 0.819 0.26
H 2.5088 -1.1345 -1.2601 -0.638 -0.393 -0.044 0.31
H 2.4236 -1.6291 1.1629 0.066 0.843 -0.283 0.36
H -1.9149 -3.1189 0.4407 -0.562 -0.161 -0.224 0.44
H -1.2237 3.7858 1.1761 -0.054 -0.954 -1.728 0.25
H 1.1077 -0.3870 -2.0167 0.180 -0.395 0.192 0.33
H 1.1681 -2.1410 -1.9683 0.157 -0.542 -0.275 0.46
```
Positions in Å, forces in eV/Å.

Energy above the lowest of the compared OMol25 structures with the same formula, charge and spin ... 1.414 eV
Frontier orbital gap ... 8.48 eV
HOMO ... -9.139 eV
LUMO energy ... -0.02434 Eh

---

Entry from OMol25: one molecule with the formula C18H22N4O3S (the ωB97M-V functional and the def2-TZVPD basis).

Geometry as XYZ:
```
48
Properties=species:S:1:pos:R:3:forces:R:3:mulliken_charge:R:1
S -0.8844 1.4512 6.8719 0.128 0.448 0.540 0.03
O 1.9004 -0.9071 -2.9508 0.226 0.084 -0.194 -0.65
O -0.3707 1.1756 4.3738 -0.074 -0.169 -0.289 -0.72
O -0.4639 -2.4500 -7.1512 0.158 0.152 0.269 -0.40
N 0.3576 3.6343 7.4664 0.499 0.496 -0.623 -0.63
N 0.6038 3.0141 5.2210 0.158 0.162 -0.189 -0.09
N 0.5790 1.6999 1.7918 0.048 0.201 0.213 0.19
N 0.1428 -0.8398 -1.5340 -0.185 0.010 0.251 -0.14
C 0.3178 2.1527 4.1954 0.319 0.429 -0.108 0.72
C 0.1159 2.8254 6.4914 -0.526 -0.685 0.321 0.44
C 0.9513 2.5715 2.8791 -0.026 -0.250 -0.284 -1.03
C -0.9582 2.0594 8.4884 0.097 0.067 -0.162 -0.27
C -0.6833 -2.6896 -5.8312 0.030 0.054 0.211 0.76
C -0.9863 -3.0121 -3.0764 -0.001 0.041 0.047 -0.74
C 0.0742 -1.9292 -4.9406 -0.022 -0.017 -0.040 -0.49
C 0.1822 1.4297 -0.5922 0.385 -0.010 0.006 -0.82
C 1.2033 0.3918 1.8842 -0.169 -0.295 0.099 -0.67
C -0.0823 -2.0745 -3.5729 -0.057 -0.226 -0.375 0.60
C 0.8235 2.2913 0.4897 -0.232 0.072 -0.154 -0.75
C -0.2482 3.2080 8.6033 -0.362 -0.436 0.290 -0.50
C -1.5902 -3.6173 -5.3288 0.007 -0.018 -0.304 -0.44
C 0.7604 -1.2260 -2.6762 -0.168 -0.007 0.121 0.31
C -1.7245 -3.7759 -3.9584 -0.018 0.032 0.090 -0.86
C -1.1880 -3.1922 -8.1019 -0.132 -0.127 -0.154 -0.85
C 0.5874 -0.5497 0.8560 0.346 0.130 -0.079 -0.74
C 0.7673 0.0163 -0.5511 -0.034 0.088 0.137 -0.39
H 0.3528 1.8763 -1.5726 -0.024 -0.018 -0.042 0.39
H 0.3779 3.2895 0.4696 0.087 -0.011 0.006 0.44
H 1.0259 -0.0036 2.8843 0.097 0.012 -0.068 0.40
H 1.1741 3.8363 5.0840 -0.046 -0.088 -0.035 0.27
H 2.0490 2.6259 3.0297 -0.115 0.062 0.000 0.33
H -1.0888 -3.1692 -2.0130 -0.001 -0.016 0.094 0.47
H -0.1278 3.7947 9.4953 -0.036 0.038 0.208 0.42
H 0.7888 -1.2201 -5.3271 0.103 0.078 -0.039 0.48
H -0.8326 -1.0539 -1.4014 0.038 -0.034 -0.132 0.36
H -1.5123 1.5422 9.2438 -0.127 -0.100 0.212 0.39
H -0.8931 1.3788 -0.4106 -0.070 0.021 -0.024 0.29
H 2.2950 0.4607 1.7181 -0.023 0.019 0.025 0.38
H 0.5968 3.5822 2.6518 0.080 -0.033 0.045 0.46
H -2.1884 -4.2260 -5.9884 -0.031 -0.033 -0.087 0.40
H -2.4201 -4.5109 -3.5805 -0.038 -0.059 0.024 0.38
H -0.9838 -4.2645 -8.0165 -0.018 0.043 0.007 0.35
H -0.8466 -2.8383 -9.0734 -0.058 -0.060 0.051 0.24
H 1.0539 -1.5327 0.9308 -0.022 -0.043 -0.027 0.37
H -2.2655 -3.0185 -8.0130 0.048 -0.019 0.006 0.35
H 1.9054 2.3922 0.2857 -0.026 0.051 0.010 0.38
H -0.4776 -0.6492 1.0726 -0.079 -0.057 0.041 0.30
H 1.8300 0.0501 -0.8155 -0.131 0.020 0.083 0.27
```
Positions in Å, forces in eV/Å.

Energy above the lowest of the compared OMol25 structures with the same formula, charge and spin ... 1.007 eV
Frontier orbital gap ... 9.25 eV
HOMO ... -8.577 eV
LUMO energy ... 0.02484 Eh

---

Entry from OMol25: a 2-piece molecular cluster, C6H10O overall (the ωB97M-V functional and the def2-TZVPD basis).

Geometry as XYZ:
```
17
Properties=species:S:1:pos:R:3:forces:R:3:mulliken_charge:R:1
O 1.7454 0.9256 -0.3264 -1.326 0.191 -0.158 -0.54
C 0.6757 -2.3568 0.2022 -0.077 -0.082 -0.076 -0.75
C 1.0042 -1.1117 0.4749 0.331 0.367 0.085 -0.20
C 1.9858 -0.1828 0.2420 -0.109 -1.018 0.158 0.13
C -0.6814 1.5311 0.9692 0.179 -0.143 0.158 -1.07
C -0.3981 1.0199 -0.3963 0.661 0.713 -0.313 0.44
C -1.3194 0.0434 -1.0398 0.215 -0.339 0.054 -1.24
H -0.2880 -2.7660 0.5003 0.159 -0.133 0.296 0.26
H 0.2125 1.9825 1.4004 -0.061 -0.012 -0.043 0.34
H -2.1643 0.6227 -1.4500 0.200 0.084 0.068 0.41
H 3.0198 -0.3744 0.5639 -0.121 0.232 0.185 0.38
H -1.0587 0.7578 1.6356 0.026 0.013 -0.070 0.28
H -0.8482 -0.4689 -1.8779 -0.024 0.036 0.037 0.35
H -1.7137 -0.6924 -0.3423 0.093 0.027 0.000 0.27
H -0.0534 1.7803 -1.0841 -0.087 0.036 0.013 0.30
H 1.3180 -3.0392 -0.3563 -0.155 0.136 -0.284 0.24
H -1.4362 2.3292 0.8846 0.095 -0.107 -0.108 0.39
```
Positions in Å, forces in eV/Å.

Energy above the lowest of the compared OMol25 structures with the same formula, charge and spin ... 4.677 eV
Frontier orbital gap (alpha / beta) ... 7.00 / 7.00 eV
HOMO (alpha / beta) ... -7.384 / -7.384 eV
LUMO energy (alpha / beta) ... -0.01400 / -0.01396 Eh

---

Entry from OMol25: C4H7CoO4 as an isolated structure (the ωB97M-V functional and the def2-TZVPD basis).

Geometry as XYZ:
```
16
Properties=species:S:1:pos:R:3:forces:R:3:mulliken_charge:R:1
Co -2.5550 -1.8216 -0.4400 0.778 0.500 0.691 0.24
O 1.0101 -0.3187 -2.3298 -0.396 -0.206 1.232 -0.45
O -1.2634 -1.0266 1.4961 0.355 -1.878 0.140 -0.67
O -0.6479 -1.1408 -0.5477 2.851 2.640 -3.608 -0.47
O -0.2327 -2.8877 0.6708 1.341 -0.205 0.904 -0.62
C -0.1762 1.0797 1.3195 2.878 4.173 -0.994 -0.97
C -0.5188 -1.6954 0.6863 -3.640 -1.200 1.282 1.06
C 0.8824 -0.1244 -0.9779 -0.386 -2.064 -1.180 0.04
C 0.6821 1.2118 -0.4606 -3.774 -0.663 2.782 -0.47
H -0.1378 2.1793 1.3121 1.407 0.377 0.352 0.31
H 1.6345 1.7048 -0.2430 -0.478 0.008 0.024 0.32
H -0.0817 1.7591 -1.0302 0.687 0.133 0.077 0.31
H 0.6489 0.6892 1.9309 -0.532 0.158 -0.196 0.36
H -1.1153 1.1673 1.8817 -0.521 -1.949 -1.491 0.33
H 1.6824 -0.6945 -0.4928 -0.572 -0.162 0.056 0.33
H 0.1886 -0.0814 -2.7754 0.002 0.339 -0.070 0.36
```
Positions in Å, forces in eV/Å.

Energy above the lowest of the compared OMol25 structures with the same formula, charge and spin ... 5.311 eV
Frontier orbital gap (alpha / beta) ... 7.95 / 7.52 eV
HOMO (alpha / beta) ... -7.998 / -8.764 eV
2S+1 ... 5
LUMO energy (alpha / beta) ... -0.00160 / -0.04566 Eh

---

- Number 3 is which compound?
  C6H10O